ORCA calculation (ωB97M-V/def2-TZVPD) on C21H23NO3SSeTaTe as an isolated structure.

Geometry as XYZ:
```
52
Properties=species:S:1:pos:R:3:forces:R:3:lowdin_charge:R:1
Ta -1.013040 -0.383260 1.238163 -0.41 -1.05 0.43 1.022
C 0.767945 -1.466117 4.580765 0.03 0.00 0.08 -0.011
C 0.403194 -0.043276 4.189379 0.02 0.18 0.05 -0.534
C 0.483297 0.928915 5.349035 -0.07 0.01 0.02 -0.011
O -0.940214 -0.101171 3.673349 -0.30 -0.19 0.13 -0.218
C 1.310225 0.407336 3.036461 -0.32 -0.11 -0.67 -0.557
O 2.320900 1.047455 3.160874 0.10 -0.09 0.21 0.109
O 0.842116 -0.036330 1.876345 0.43 0.15 0.01 -0.263
H 0.147490 -1.770877 5.424804 -0.01 -0.03 -0.02 0.093
H 1.817651 -1.524369 4.872409 0.00 0.04 -0.02 0.097
H 0.576730 -2.141965 3.747280 0.01 0.00 0.00 0.045
H -0.180419 0.598218 6.149292 0.01 0.02 0.01 0.091
H 0.191887 1.930509 5.026698 -0.01 -0.01 0.01 0.093
H 1.503926 0.984865 5.723490 0.01 -0.04 -0.03 0.092
H -1.366358 0.774981 3.741286 0.16 0.12 -0.11 -0.005
C 3.620803 1.329064 -3.852930 0.01 0.04 -0.03 -0.053
C 3.177662 0.049262 -3.131989 -0.09 0.00 -0.01 -0.562
C 3.714299 -1.170020 -3.892859 0.02 -0.04 -0.03 -0.054
C 3.789081 0.049175 -1.732140 0.03 0.00 0.07 -0.068
C 1.648279 -0.007467 -3.094988 0.02 0.00 -0.05 -0.176
C 0.929332 -0.032076 -4.296345 0.02 0.00 0.09 -0.057
C -0.457667 -0.080478 -4.309983 0.01 0.01 -0.04 -0.087
C -1.143283 -0.099640 -3.108796 0.05 0.01 -0.12 -0.470
S -2.872514 -0.175562 -2.837511 -0.14 -0.04 0.01 1.040
C -2.614166 -0.055602 -1.093444 0.49 0.00 -0.11 -0.570
N -1.254211 -0.115090 -0.783951 0.03 0.05 -0.14 -0.188
C -0.443412 -0.077308 -1.905209 -0.16 0.07 0.15 -0.288
C 0.945486 -0.032831 -1.896430 0.06 0.00 -0.01 0.044
C -3.542155 0.133638 -0.119154 -0.15 -0.03 0.13 -0.345
C -4.970586 0.085375 -0.381664 0.21 0.02 0.02 -0.075
C -5.855271 0.042009 0.624409 0.06 0.01 0.33 -0.102
C -5.395335 0.045735 2.010071 -0.23 -0.03 -0.19 -0.113
C -4.099088 0.203541 2.309438 0.34 0.02 -0.26 -0.212
C -3.058838 0.338239 1.280073 -0.19 0.00 0.30 -0.784
H 4.712264 1.380896 -3.894476 -0.01 0.00 0.01 0.080
H 3.253730 2.215021 -3.331399 0.00 -0.02 0.02 0.091
H 3.242103 1.365546 -4.875697 0.01 -0.02 0.01 0.073
H 4.806784 -1.142370 -3.929597 -0.01 0.00 0.01 0.080
H 3.344286 -1.199174 -4.918846 0.00 0.01 0.01 0.072
H 3.410013 -2.097201 -3.403494 0.00 0.02 0.02 0.091
H 4.877892 0.086585 -1.812745 0.00 0.00 0.00 0.082
H 3.526181 -0.850432 -1.172476 0.00 -0.01 -0.03 0.090
H 3.468267 0.910321 -1.143384 0.00 0.01 -0.03 0.090
H 1.458511 -0.011746 -5.240902 -0.01 0.00 0.00 0.100
H -0.991123 -0.097705 -5.252629 -0.01 0.00 0.02 0.103
H 1.459436 -0.016348 -0.943860 -0.02 0.00 0.01 0.098
H -5.313743 0.074010 -1.411473 0.05 0.00 -0.01 0.088
H -6.917679 -0.000892 0.418168 0.00 0.00 0.01 0.088
H -6.121268 -0.068950 2.806385 -0.01 0.00 -0.02 0.088
H -3.776735 0.238783 3.343652 -0.02 -0.01 0.01 0.084
Te -1.899457 2.231598 1.599817 -0.20 0.71 -0.02 0.685
Se -1.523196 -2.652805 1.586722 0.17 0.21 -0.18 -0.005
```
Forces are in eV/Å.

Values from the calculation:
HOMO level   -3.36 eV
LUMO   2.53 eV
F_max   1.21 eV/A
DFT total energy   -4219.35506 a.u.
Gap between HOMO and LUMO   0.21656 Eh
Charge   -1
Energy above the lowest of the compared OMol25 structures with the same formula, charge and spin   1.050 eV